DFT (ωB97M-V with the def2-TZVPD basis set) results for an isolated ion of composition C7H14N3 and charge +1.

Geometry (Å):
C (-1.735, -1.303, 1.576)
C (-1.749, -0.191, 0.608)
N (-2.925, 0.222, -0.005)
C (-2.649, 1.108, -1.032)
N (-1.367, 1.281, -1.107)
C (-0.862, 0.573, -0.082)
N (0.881, 0.510, 0.026)
C (1.243, -0.784, -0.765)
C (1.455, 0.462, 1.346)
C (1.201, 1.732, -0.633)
H (-1.291, -1.018, 2.592)
H (-2.703, -1.653, 1.647)
H (-1.020, -2.179, 1.271)
H (-3.789, -0.219, 0.238)
H (-3.342, 1.734, -1.573)
H (2.311, -0.690, -0.852)
H (0.886, -1.698, -0.269)
H (0.974, -0.766, -1.860)
H (2.493, 0.099, 1.380)
H (1.417, 1.452, 1.942)
H (0.843, -0.164, 1.933)
H (2.258, 1.899, -0.839)
H (0.712, 1.549, -1.686)
H (0.808, 2.501, 0.067)

Output
Charge: +1
Highest occupied orbital energy: -13.0419 eV